Density functional theory data (ωB97M-V with the def2-TZVPD basis set) for a cluster of 8 separate species, C13H27F3N3O13 in total at a distorted geometry.

Positions of all 59 atoms, in Å:
N (2.4767, -0.3662, 2.1600)
H (2.0528, -1.2665, 2.4715)
H (3.3217, -0.5259, 1.6117)
H (2.7694, 0.2220, 2.9377)
H (1.7869, 0.1665, 1.6068)
N (-1.6044, 0.0065, 4.7615)
H (-1.6208, 0.0773, 3.7240)
H (-0.6979, -0.5140, 4.9555)
H (-2.3871, -0.5466, 5.0980)
H (-1.5050, 0.9134, 5.2057)
N (-0.4613, 2.7181, 1.7386)
H (-0.7673, 1.7988, 1.3339)
H (0.5442, 2.7315, 1.8845)
H (-0.9024, 2.7058, 2.6574)
H (-0.7672, 3.5055, 1.1610)
C (-1.1427, -1.7880, 0.3580)
C (-0.6977, -0.4447, 0.9010)
O (-1.2117, -0.0300, 1.9768)
O (0.2812, 0.1099, 0.3171)
H (-1.1916, -1.7766, -0.7259)
H (-2.1334, -2.0350, 0.7346)
H (-0.4368, -2.5134, 0.7644)
C (0.2659, -4.0410, 4.2985)
C (0.4699, -2.5926, 4.6603)
O (1.3253, -1.9175, 3.9997)
O (-0.1577, -2.0956, 5.6244)
H (-0.5538, -4.4551, 4.8815)
H (1.1309, -4.6761, 4.4734)
H (0.0054, -4.0503, 3.2380)
C (1.6245, -1.2445, -2.3826)
C (2.2484, -2.5321, -1.8831)
O (3.0173, -2.9459, -2.9919)
C (2.5555, -2.3133, -4.1154)
O (2.8224, -2.6391, -5.2154)
O (1.7595, -1.2722, -3.7785)
F (1.3360, -3.5418, -1.7058)
H (2.1169, -0.3980, -1.8888)
H (0.5879, -1.0801, -2.0932)
H (2.8351, -2.4576, -0.9721)
C (1.2495, 2.9575, -1.1362)
C (1.2758, 2.6695, -2.6321)
O (0.4938, 3.6504, -3.2221)
C (-0.2673, 4.2638, -2.2706)
O (-1.2032, 4.9482, -2.4738)
O (0.1128, 3.8234, -1.0293)
F (0.6193, 1.4819, -2.8518)
H (2.1231, 3.5200, -0.8089)
H (1.0514, 2.0156, -0.6238)
H (2.2786, 2.6127, -3.0478)
C (-2.8783, 1.6398, -2.5537)
C (-2.3945, 0.1845, -2.5528)
O (-1.9414, 0.0782, -3.8585)
C (-2.6994, 0.9038, -4.6698)
O (-2.6861, 0.8834, -5.8434)
O (-3.4107, 1.7470, -3.8724)
F (-3.3763, -0.6641, -2.1873)
H (-2.1849, 2.4727, -2.4447)
H (-3.7046, 1.7441, -1.8478)
H (-1.5528, 0.1720, -1.8562)

Force components x, y, z for each atom (eV/Å):
N 0.6 0.7 -0.5
H -0.3 -0.1 1.1
H -0.2 -0.1 -0.2
H -0.2 -0.6 0.5
H -0.3 -0.5 -0.4
N 1.2 0.1 -0.8
H -0.2 -0.1 0.0
H -0.4 -0.9 0.6
H 0.1 0.0 0.3
H -0.5 0.0 0.1
N -0.6 -0.5 0.2
H 0.5 -0.1 0.1
H 0.0 0.0 -0.3
H -0.1 0.4 0.0
H 0.1 0.1 0.0
C -0.7 0.5 0.4
C 0.4 -1.2 0.1
O 0.0 1.0 -0.1
O 0.0 0.8 0.4
H 0.4 -0.3 0.0
H 0.0 0.0 0.1
H 0.0 -0.2 -0.4
C -0.6 0.0 -0.1
C 1.0 0.4 0.6
O -0.1 0.2 -0.9
O -0.5 0.3 -0.5
H -0.1 0.0 -0.1
H 0.2 0.3 -0.1
H 0.1 -0.3 0.0
C -0.5 0.7 1.2
C -0.2 -0.8 -1.2
O 0.1 0.5 0.7
C 0.1 -0.2 -0.4
O 0.1 0.1 0.0
O 0.2 0.0 0.1
F -0.4 0.3 0.5
H 0.4 0.0 -0.6
H -0.1 -0.5 -0.2
H 0.2 -0.1 -0.1
C -0.3 0.4 -0.7
C 0.0 -0.5 0.1
O 0.3 0.7 0.3
C -0.5 -0.8 -0.2
O 0.2 0.3 0.1
O -0.1 0.1 0.4
F 0.2 -0.1 0.0
H 0.1 -0.3 0.1
H 0.2 0.1 0.2
H -0.2 0.0 -0.4
C -1.9 -0.3 -0.1
C 1.6 3.0 0.6
O -0.4 -1.2 -0.1
C -0.1 0.3 0.4
O 0.0 -0.1 -0.2
O 0.2 -0.1 -0.5
F 0.0 -0.4 -0.3
H 0.5 -0.5 0.3
H 0.0 0.2 0.0
H 0.1 -1.0 -0.1

Summary:
- Energy relative to the best compared isomer or geometry (same formula, charge and spin): 0.000 eV
- Total charge: +1
- Gap between HOMO and LUMO: 7.547 eV

Density functional theory data (ωB97M-V with the def2-TZVPD basis set) for a structure of composition C13H27HfO4P at a distorted geometry.

Positions of all 46 atoms, in Å:
Hf (-0.1087, -0.4310, 1.8273)
C (-2.1578, -0.1380, 1.3510)
O (-3.2608, 0.0994, 1.0414)
C (-0.3301, 1.7291, 1.8846)
O (-0.3860, 2.8980, 1.9954)
C (1.7563, 0.5482, 1.8064)
O (2.7740, 1.1356, 1.8605)
C (-1.5864, 1.1209, -1.5427)
P (-0.1300, 0.4356, -0.6206)
H (0.5145, -1.3635, -1.9635)
H (-2.4008, 0.4221, -1.3047)
C (1.3466, 1.0506, -1.5669)
H (1.0260, 0.9808, -2.6173)
C (-1.3897, 1.1697, -3.0679)
H (-1.0795, 0.2031, -3.4943)
H (-0.6558, 1.9418, -3.3453)
H (-2.3451, 1.4506, -3.5407)
C (-1.9355, 2.4912, -0.9672)
H (-1.1888, 3.2424, -1.2623)
C (0.5993, -2.1972, 0.0357)
H (-1.9959, 2.4579, 0.1254)
H (-2.9137, 2.8041, -1.3643)
C (-1.4660, -1.9560, -1.4175)
H (0.1526, -2.2189, 1.0989)
H (0.4304, -3.2553, -0.2224)
H (1.6931, -2.0650, 0.0493)
C (-0.1057, -1.3453, -1.0590)
H (-1.3423, -3.0421, -1.5012)
H (-1.8436, -1.5803, -2.3708)
H (-2.2163, -1.7685, -0.6457)
C (2.5898, 0.1887, -1.3686)
H (2.8636, 0.1417, -0.3105)
H (3.4148, 0.6731, -1.9074)
H (2.4744, -0.8234, -1.7699)
C (1.6180, 2.5136, -1.2029)
H (1.7994, 2.6116, -0.1217)
H (0.8026, 3.1880, -1.5021)
H (2.5324, 2.8294, -1.7293)
H (-0.2387, -5.1900, 0.5593)
H (-0.2360, -5.2272, 1.3074)
C (0.8650, -0.9673, 4.9502)
O (-0.2072, -0.7089, 4.0229)
H (1.6066, -1.5705, 4.4147)
H (0.4337, -1.4966, 5.8004)
H (1.2895, -0.0034, 5.2518)
H (-1.0621, -0.9789, 4.4041)

Force components x, y, z for each atom (eV/Å):
Hf 0.5 -4.3 1.9
C -10.0 2.3 -2.6
O 6.2 -1.4 1.9
C -0.8 9.1 1.6
O 0.4 -6.7 -0.8
C 9.9 5.6 0.2
O -6.2 -3.6 -0.1
C -1.1 0.6 0.1
P 0.0 0.2 -2.6
H 0.3 -0.2 0.3
H 0.2 0.0 -0.1
C 1.1 0.7 0.2
H -0.3 -0.1 0.3
C 0.6 -0.2 0.0
H -0.1 0.3 0.0
H -0.3 -0.2 0.0
H 0.2 -0.1 0.3
C 0.0 0.3 -0.2
H -0.4 -0.1 0.2
C 0.1 -0.3 -0.6
H -0.3 0.2 -0.2
H 0.3 0.0 0.2
C 0.1 -0.1 0.1
H 0.3 -1.3 -0.9
H 0.2 0.0 0.4
H -0.1 0.1 0.5
C -0.6 -0.9 0.7
H -0.1 0.2 -0.1
H 0.0 -0.1 0.2
H -0.2 -0.2 0.0
C -0.2 -0.1 0.0
H 0.3 -0.1 -0.3
H -0.1 -0.2 0.1
H 0.2 0.2 0.0
C -0.1 0.1 -0.1
H 0.1 0.2 -0.3
H 0.4 -0.2 0.1
H -0.3 0.0 0.2
H 0.0 -0.1 0.1
H 0.0 0.0 -0.1
C 1.7 0.0 1.1
O -1.8 0.3 -2.7
H -0.1 -0.1 0.4
H 0.3 0.0 0.0
H -0.1 -0.3 0.1
H -0.1 0.2 0.4

Summary:
- Energy relative to the best compared isomer or geometry (same formula, charge and spin): 0.000 eV
- Total charge: +4
- Gap between HOMO and LUMO: 5.234 eV

Density functional theory data (ωB97M-V with the def2-TZVPD basis set) for a structure of composition C13H27N2O3PW.

Positions of all 47 atoms, in Å:
W (-0.3045, 1.2848, -0.0685)
N (-0.2830, 1.2240, -2.2920)
C (0.9139, 1.8743, -2.9165)
C (1.4194, 2.9493, -1.9975)
O (2.1144, 3.8532, -2.3069)
N (0.9522, 2.7936, -0.6090)
C (1.4882, 3.8906, 0.1949)
C (0.6686, 5.1318, 0.2430)
O (0.0902, 6.0744, 0.2925)
O (-1.8759, 1.7949, -0.0779)
H (-0.4139, 0.3070, -2.7179)
H (-1.1186, 1.7493, -2.5732)
H (0.6589, 2.3097, -3.8843)
H (1.7049, 1.1387, -3.0776)
H (2.4017, 4.2794, -0.2998)
H (1.7577, 3.6508, 1.2268)
C (-1.4791, -3.5568, 0.8049)
C (-1.5301, -2.4950, -0.3082)
C (-2.9241, -1.9888, -0.6706)
P (-0.3559, -1.1055, 0.0548)
C (1.4628, -1.3063, -0.0406)
C (2.0770, -2.2329, 1.0265)
C (1.8391, -1.7474, -1.4685)
C (-0.6264, -0.1317, 1.7782)
C (-2.0426, -0.1810, 2.3613)
C (0.2295, 1.0806, 2.2107)
H (-2.0255, -4.4198, 0.4152)
H (-1.9929, -3.2294, 1.7075)
H (-0.4733, -3.8962, 1.0474)
H (-1.0005, -2.8782, -1.1988)
H (-3.4517, -1.5729, 0.1859)
H (-3.4921, -2.8611, -1.0042)
H (-2.9269, -1.2718, -1.4919)
H (1.8510, -0.2793, 0.1533)
H (1.7778, -3.2675, 0.8609)
H (1.8371, -1.9531, 2.0548)
H (3.1628, -2.1876, 0.9257)
H (1.6087, -2.8037, -1.6136)
H (2.9159, -1.6314, -1.5982)
H (1.3435, -1.1795, -2.2607)
H (-0.0013, -0.9758, 2.1529)
H (-2.7028, 0.5823, 1.9550)
H (-1.9677, -0.0376, 3.4420)
H (-2.4957, -1.1560, 2.2004)
H (-0.1381, 2.0993, 1.8195)
H (1.3139, 0.9712, 2.0938)
H (0.0336, 1.3073, 3.2683)

Force components x, y, z for each atom (eV/Å):
W -0.4 0.5 -0.4
N 0.1 0.0 0.1
C 0.0 0.0 0.0
C -0.1 0.0 0.0
O 0.0 0.0 0.0
N -0.2 -0.1 0.1
C 0.3 0.2 -0.1
C -0.1 -0.1 0.0
O 0.0 0.0 0.0
O 0.0 0.0 0.0
H 0.0 0.0 0.0
H 0.0 0.0 0.0
H 0.0 0.0 0.0
H 0.0 0.0 0.0
H 0.1 -0.1 0.1
H -0.1 0.0 0.0
C 0.0 0.0 0.0
C 0.1 0.1 0.0
C 0.0 0.0 0.0
P 0.1 -0.1 -0.1
C 0.1 -0.2 0.1
C 0.0 0.0 0.0
C 0.0 0.0 0.0
C 0.2 0.1 0.2
C 0.0 0.0 0.0
C 0.0 -0.1 0.1
H 0.0 0.0 0.0
H 0.0 0.0 0.0
H 0.0 0.0 0.0
H 0.0 0.0 0.0
H 0.0 0.0 0.0
H 0.0 0.0 0.0
H 0.0 0.0 0.0
H 0.1 0.0 -0.1
H 0.0 0.0 0.0
H 0.0 0.0 0.0
H 0.0 0.0 0.0
H 0.0 0.0 0.0
H 0.0 0.0 0.0
H 0.0 0.0 0.0
H 0.0 0.0 0.0
H 0.0 0.0 0.0
H 0.0 0.0 0.0
H 0.0 0.0 0.0
H 0.0 0.0 -0.1
H 0.0 0.0 0.0
H 0.0 0.0 0.0

Summary:
- Total charge: +4
- Gap between HOMO and LUMO: 7.851 eV

Density functional theory data (ωB97M-V with the def2-TZVPD basis set) for a cluster of 3 separate species, C13H27N3O6S in total at a distorted geometry.

Positions of all 50 atoms, in Å:
O (4.9145, 1.1906, -1.3503)
C (4.1269, 0.4289, -0.9455)
C (2.8974, -0.1315, -1.6617)
C (2.2124, -1.2038, -0.8103)
C (0.7902, -0.8891, -0.3084)
C (-0.3009, -1.4112, -1.2896)
C (-1.1996, -0.3077, -1.8735)
S (-2.5179, 0.2476, -0.7889)
O (-3.6902, 0.3339, -1.5723)
O (-2.1322, 1.5040, -0.2545)
O (-2.8294, -0.8278, 0.3402)
C (3.0976, -1.1093, 0.4991)
N (4.1727, -0.1074, 0.3703)
H (3.3173, -0.5520, -2.5826)
H (2.3131, 0.7271, -1.9994)
H (2.2126, -2.2047, -1.2237)
H (0.6646, -1.4399, 0.6164)
H (0.6804, 0.1692, -0.0525)
H (0.2173, -1.8570, -2.1353)
H (-0.9023, -2.1553, -0.7726)
H (-1.6327, -0.6662, -2.8033)
H (-0.5908, 0.5548, -2.1305)
H (-2.0818, -0.9202, 0.9571)
H (3.5407, -2.0574, 0.7928)
H (2.4859, -0.7556, 1.3251)
H (3.9974, 0.6564, 1.0127)
C (-4.8389, 5.1033, -3.3690)
N (-3.4328, 5.4310, -3.5091)
C (-2.3828, 4.9718, -2.7733)
C (-2.6816, 3.9966, -1.6624)
O (-1.2478, 5.3487, -3.0227)
H (-5.2007, 4.6667, -4.3019)
H (-5.4026, 6.0173, -3.1711)
H (-5.0044, 4.4002, -2.5598)
H (-3.1627, 6.0778, -4.2335)
H (-1.7552, 3.7238, -1.1720)
H (-3.3434, 4.4526, -0.9245)
H (-3.1406, 3.0929, -2.0626)
C (1.1661, -3.2454, 5.7290)
N (1.1321, -2.7577, 4.3614)
C (1.4875, -3.4094, 3.2271)
C (1.9886, -4.8252, 3.3580)
O (1.3992, -2.8514, 2.1399)
H (0.1601, -3.2035, 6.1487)
H (1.8179, -2.6020, 6.3216)
H (1.5310, -4.2653, 5.7791)
H (0.8080, -1.8167, 4.1995)
H (2.2305, -5.2050, 2.3698)
H (2.8894, -4.8551, 3.9721)
H (1.2199, -5.4622, 3.7970)

Force components x, y, z for each atom (eV/Å):
O 1.7 2.1 -1.4
C -1.9 -2.0 1.9
C 0.6 -0.5 -1.6
C 0.6 1.7 2.1
C -0.5 -0.7 -0.7
C 0.4 1.2 0.3
C 0.6 -1.3 0.3
S -0.3 1.4 -1.5
O -1.3 -1.0 -0.7
O 1.2 0.2 1.7
O 0.7 -0.2 -0.1
C 0.3 0.0 0.6
N -0.9 -0.1 -0.8
H -0.3 0.0 -0.1
H -0.3 -0.1 0.2
H 0.3 -0.1 -0.2
H 0.1 0.0 0.2
H 0.0 0.1 -0.3
H -0.2 -0.3 0.0
H -0.1 -0.3 -0.3
H -0.5 0.0 0.2
H -0.2 0.3 0.3
H -0.1 0.1 -0.1
H -0.2 -0.1 -0.1
H -0.2 -0.4 0.1
H 0.6 0.0 0.1
C 0.2 0.3 -0.3
N 0.0 -0.1 0.2
C 0.2 0.1 0.0
C 0.1 0.2 -0.2
O 0.0 0.0 0.0
H -0.2 -0.1 0.1
H -0.1 -0.1 0.1
H 0.1 0.0 0.0
H 0.0 0.0 0.0
H 0.0 0.1 -0.1
H -0.1 -0.1 0.0
H -0.1 0.0 0.1
C -0.1 0.4 -0.1
N 0.1 -0.2 -0.1
C 0.0 0.1 -0.1
C 0.0 0.0 -0.1
O -0.1 -0.2 0.2
H 0.1 -0.1 0.1
H 0.0 -0.1 0.1
H 0.0 0.0 -0.1
H 0.0 0.0 0.0
H 0.0 0.1 0.0
H -0.1 -0.1 0.1
H 0.1 0.0 0.1

Summary:
- Structure (SMILES): O=C1C[C@H](CCCS(=O)(=O)O)CN1.CNC(C)=O.CNC(C)=O
- Energy relative to the best compared isomer or geometry (same formula, charge and spin): 0.113 eV
- Gap between HOMO and LUMO: 9.226 eV